# 1
143
Properties=species:S:1:pos:R:3:mulliken_charge:R:1 method="wB97M-V/def2-TZVPD" spin_multiplicity=1 e_tot_ha=-25148.97385 homo_lumo_gap_ev=8.61
C -1.77 1.21 3.13 0.2326
Br -2.21 0.97 5.06 -0.0380
Br -0.14 2.40 2.81 -0.0305
Br -3.32 2.24 2.36 0.0610
H -1.69 0.19 2.76 -0.2353
C -2.35 3.44 -4.39 -0.3503
Br -1.10 1.94 -4.62 0.0786
Br -3.65 2.83 -2.96 0.0467
Br -3.23 3.94 -6.01 -0.0018
H -1.92 4.34 -3.96 0.2852
C 3.13 -6.33 -2.10 -0.4013
Br 1.36 -7.03 -2.20 -0.0061
Br 3.93 -6.37 -0.30 0.0169
Br 3.09 -4.53 -2.95 0.0257
H 3.76 -6.95 -2.74 0.3495
C 1.05 -4.10 1.27 -1.2412
C 1.24 -3.39 -0.04 -0.2178
C 0.76 -1.88 -0.09 0.0526
C -0.74 -1.57 -0.04 0.6416
C -1.15 -0.09 -0.33 0.9702
C -2.61 0.03 -0.63 -0.0677
H 1.43 -3.51 2.11 0.2245
H 1.55 -5.05 1.13 0.4119
H 0.10 -4.55 1.56 0.2661
H 2.25 -3.48 -0.42 0.2387
H 0.72 -3.95 -0.82 0.2987
H 1.18 -1.42 -0.98 -0.3458
H 1.18 -1.38 0.78 0.0178
H -1.15 -2.14 -0.87 0.4817
H -1.12 -1.85 0.94 -1.2475
H -0.98 0.53 0.56 -0.6959
H -0.50 0.34 -1.09 0.1989
H -2.80 -0.36 -1.63 0.5332
H -3.20 -0.58 0.06 -0.6040
H -2.97 1.05 -0.66 -0.1208
C 7.46 0.65 -2.02 -1.1413
C 6.21 1.60 -2.32 -0.8365
C 4.96 1.08 -1.55 0.1489
C 5.05 0.87 -0.01 -0.9184
C 3.61 0.65 0.63 0.9300
C 3.55 1.05 2.10 -1.2536
H 7.78 0.70 -0.98 0.2840
H 8.20 1.12 -2.67 0.4073
H 7.21 -0.35 -2.36 0.2936
H 6.52 2.50 -1.79 0.3161
H 5.91 1.88 -3.32 0.4483
H 4.65 0.15 -2.04 0.0866
H 4.10 1.68 -1.82 0.0083
H 5.54 -0.02 0.38 0.4034
H 5.52 1.73 0.46 0.3482
H 2.93 1.13 -0.07 -0.2861
H 3.37 -0.41 0.68 -0.0798
H 4.20 0.52 2.79 0.2815
H 3.70 2.13 2.09 0.4315
H 2.52 0.91 2.45 0.1144
C -2.83 6.57 1.38 -0.9610
C -1.77 7.03 0.34 -0.7303
C -0.60 6.13 0.26 -0.4143
C -0.91 5.00 -0.81 -0.9194
C 0.00 3.79 -0.81 1.2202
C 1.51 4.06 -1.10 -0.9207
H -3.85 6.91 1.25 0.3702
H -2.55 6.86 2.39 0.3411
H -2.89 5.48 1.49 0.0545
H -2.24 7.22 -0.63 0.3354
H -1.44 8.05 0.57 0.3903
H -0.32 5.71 1.23 0.2739
H 0.30 6.64 -0.09 0.3925
H -1.92 4.65 -0.62 0.3116
H -1.18 5.39 -1.79 0.2494
H -0.16 3.31 0.15 -0.4836
H -0.27 3.12 -1.62 -0.0589
H 2.04 3.13 -0.90 -0.1727
H 1.70 4.32 -2.14 0.3688
H 1.99 4.76 -0.42 0.4467
C -2.39 -2.60 4.30 -0.9709
C -3.32 -3.21 3.20 -0.3158
C -4.40 -2.26 2.53 0.7070
O -5.05 -1.44 3.59 -0.3602
C -6.05 -0.59 3.07 -0.5404
N -2.39 -3.88 2.31 -0.4783
H -1.78 -3.34 4.83 0.3661
H -2.98 -2.20 5.12 0.4701
H -1.69 -1.89 3.86 -0.1435
H -3.87 -4.00 3.70 0.4424
H -5.10 -2.88 1.98 0.4549
H -3.81 -1.71 1.79 -0.8068
H -5.67 0.17 2.38 0.0894
H -6.63 -0.13 3.87 0.3283
H -6.79 -1.17 2.53 0.3686
H -1.86 -3.21 1.76 0.2932
H -2.96 -4.43 1.68 0.2591
C 2.87 -2.13 -7.06 -1.4890
C 2.43 -0.90 -6.32 0.4686
C 3.52 -0.22 -5.39 -0.6386
O 3.12 1.09 -4.83 -0.5508
C 2.15 0.74 -3.80 -0.2380
N 1.84 -0.03 -7.22 -0.6052
H 2.83 -2.91 -6.30 0.2657
H 3.87 -1.99 -7.46 0.3676
H 2.16 -2.53 -7.79 0.3878
H 1.66 -1.25 -5.64 0.2167
H 4.39 -0.22 -6.06 0.4455
H 3.90 -0.84 -4.58 0.2719
H 2.40 -0.01 -3.04 0.1929
H 1.31 0.34 -4.37 0.1448
H 1.87 1.71 -3.39 0.0934
H 2.57 0.10 -7.90 0.2846
H 1.72 0.87 -6.77 0.3092
C 3.93 -6.14 4.43 -1.5144
C 4.24 -4.85 3.65 0.9920
C 3.58 -3.58 4.28 -0.5659
O 2.26 -3.94 4.52 -0.3295
C 1.59 -2.87 5.12 -0.5736
N 5.70 -4.69 3.66 -0.7677
H 4.48 -7.01 4.06 0.3911
H 2.85 -6.19 4.50 0.3607
H 4.20 -6.08 5.48 0.3531
H 3.92 -5.00 2.62 -0.2143
H 3.69 -2.72 3.62 0.2421
H 4.15 -3.38 5.19 0.4417
H 1.93 -1.89 4.77 0.3327
H 1.64 -2.84 6.21 0.4092
H 0.55 -2.83 4.82 -0.0933
H 5.97 -4.65 4.63 0.3178
H 5.93 -3.76 3.31 0.2668
C -8.02 3.64 -0.27 -1.3316
C -7.00 2.95 0.63 0.2508
C -6.13 1.89 -0.05 0.4611
O -6.82 0.62 -0.15 -0.3586
C -6.33 -0.30 -1.17 -0.6407
N -6.20 3.95 1.31 -0.5552
H -7.64 4.57 -0.70 0.3653
H -8.93 3.82 0.30 0.3327
H -8.30 2.91 -1.02 0.3419
H -7.59 2.34 1.32 0.2437
H -5.12 1.77 0.33 -0.6540
H -6.07 2.18 -1.10 0.3624
H -5.25 -0.44 -1.30 0.1210
H -6.62 0.00 -2.18 0.3730
H -6.91 -1.22 -1.17 0.3168
H -5.86 4.58 0.60 0.2783
H -5.39 3.47 1.68 0.0459

***

# 2
81
Properties=species:S:1:pos:R:3:mulliken_spin:R:1 method="wB97M-V/def2-TZVPD" s_squared=3.837 spin_multiplicity=4 e_tot_ha=-6083.06435 charge=+3 homo_lumo_gap_ev="5.30 / 5.28" e_above_lowest_kj_mol=57.3
Tc -0.79 -0.57 -2.47 3.1389
C 4.18 -0.55 -1.42 -0.0009
C 2.93 -0.55 -2.30 0.0115
Ge 1.32 -1.31 -1.41 -0.0408
C 1.03 -3.27 -1.85 0.0325
C 2.36 -4.00 -1.65 0.0036
C 1.49 -1.12 0.53 -0.0320
C 0.83 -1.50 1.63 -0.0156
Ge -1.16 -1.93 1.89 -0.0064
C -1.62 -3.87 1.56 0.0006
C -1.99 -4.60 2.84 0.0000
C -1.92 -0.46 3.06 0.0000
C -1.12 -0.06 4.29 -0.0002
C 1.46 -1.63 2.94 -0.0025
C 2.72 -1.07 3.23 -0.0063
C 3.28 -1.24 4.48 0.0031
C 2.63 -1.98 5.46 -0.0060
C 1.39 -2.54 5.19 0.0026
C 0.82 -2.37 3.94 -0.0039
H 5.02 -0.18 -2.00 -0.0002
H 4.44 -1.56 -1.08 0.0000
H 4.08 0.10 -0.55 0.0002
H 3.10 -1.15 -3.20 -0.0014
H 2.71 0.47 -2.65 -0.0008
H 0.69 -3.38 -2.88 0.0060
H 0.25 -3.65 -1.18 -0.0051
H 3.13 -3.63 -2.32 0.0004
H 2.21 -5.05 -1.89 0.0029
H 2.72 -3.94 -0.63 -0.0010
H 2.49 -0.71 0.70 0.0026
H -0.75 -4.31 1.08 -0.0007
H -2.46 -3.84 0.86 -0.0003
H -1.11 -4.76 3.48 0.0000
H -2.39 -5.58 2.59 -0.0001
H -2.76 -4.08 3.41 0.0000
H -2.91 -0.81 3.32 0.0001
H -2.01 0.38 2.36 -0.0001
H -1.03 -0.87 5.01 0.0001
H -1.68 0.74 4.79 -0.0001
H -0.13 0.32 4.05 0.0000
H 3.24 -0.47 2.50 -0.0017
H 4.24 -0.78 4.71 0.0001
H 3.09 -2.14 6.43 -0.0001
H 0.87 -3.12 5.95 0.0000
H -0.13 -2.86 3.73 -0.0014
O -3.90 -0.76 0.05 0.0083
C -3.17 -0.20 -0.72 -0.0312
O -1.89 -0.67 -0.80 0.0581
C -3.60 0.97 -1.52 -0.0288
C -4.97 1.20 -1.60 -0.0040
C -5.46 2.29 -2.29 0.0017
C -4.59 3.20 -2.87 0.0028
C -3.22 3.01 -2.77 -0.0050
C -2.71 1.91 -2.09 0.0059
P -0.92 1.72 -1.99 -0.0319
C -0.06 2.50 -3.34 -0.0573
C 0.04 1.76 -4.52 0.0573
C 0.74 2.26 -5.60 0.0206
C 1.35 3.51 -5.48 -0.0047
C 1.28 4.23 -4.30 0.0026
C 0.57 3.73 -3.21 -0.0066
C -0.33 2.35 -0.42 -0.0073
C -1.19 2.96 0.49 -0.0060
C -0.68 3.44 1.68 0.0023
C 0.67 3.32 1.97 -0.0082
C 1.53 2.71 1.06 0.0060
C 1.04 2.23 -0.13 -0.0013
H -5.64 0.50 -1.13 -0.0003
H -6.53 2.44 -2.37 0.0002
H -4.98 4.06 -3.41 -0.0001
H -2.54 3.74 -3.20 -0.0007
H -0.46 0.78 -4.60 -0.0456
H 0.82 1.71 -6.52 0.0007
H 1.90 3.92 -6.32 0.0001
H 1.78 5.19 -4.21 0.0001
H 0.52 4.29 -2.29 -0.0004
H -2.23 3.11 0.24 -0.0006
H -1.34 3.94 2.38 -0.0003
H 1.07 3.73 2.89 0.0001
H 2.59 2.63 1.28 0.0000
H 1.71 1.78 -0.86 -0.0043

***

# 3
38
Properties=species:S:1:pos:R:3:nbo_charge:R:1 method="wB97M-V/def2-TZVPD" spin_multiplicity=1 e_tot_ha=-878.27362 homo_lumo_gap_ev=10.28 e_above_lowest_kj_mol=40.2
C -0.63 0.45 0.49 -0.2694
N -0.76 0.56 1.96 -0.6261
C 0.21 1.19 2.68 0.5598
O 1.23 1.59 2.18 -0.6741
C -1.50 -0.73 -0.06 -0.0557
C -2.92 -0.25 -0.28 -0.6369
N -0.85 -1.19 -1.29 -0.9003
H 0.46 0.27 0.22 0.2467
H -0.96 1.38 0.03 0.2162
H -1.65 0.39 2.39 0.4046
H -0.01 1.28 3.79 0.1354
H -1.47 -1.60 0.71 0.1840
H -3.01 0.58 -1.04 0.2336
H -3.57 -1.05 -0.71 0.2181
H -3.35 0.17 0.66 0.1978
H -0.80 -0.41 -2.00 0.4245
H -1.33 -2.00 -1.70 0.3714
H 0.13 2.98 -1.12 0.5163
H -0.48 3.98 -2.18 0.4778
O -0.68 3.15 -1.78 -1.0158
H 2.72 -0.18 -0.06 0.5009
H 2.60 0.81 1.13 0.4907
O 2.94 0.70 0.23 -0.9978
H 1.00 -1.51 -0.92 0.5142
H 1.94 -2.61 -0.37 0.5033
O 1.89 -1.69 -0.48 -1.0277
H 1.57 -1.74 1.24 0.4924
H 0.39 -1.52 2.13 0.4662
O 1.13 -2.07 2.06 -0.9808
H 2.14 2.26 -0.48 0.5180
H 1.26 2.63 0.69 0.4967
O 1.44 2.85 -0.21 -0.9732
H -0.98 1.79 -2.67 0.5104
H -0.69 1.05 -3.99 0.4701
O -1.19 0.95 -3.20 -0.9984
H 0.81 -4.62 0.23 0.4699
H 1.39 -3.67 1.23 0.4960
O 1.60 -4.17 0.47 -0.9586

***

# 4
81
Properties=species:S:1:pos:R:3:mulliken_spin:R:1 method="wB97M-V/def2-TZVPD" s_squared=0.754 spin_multiplicity=2 e_tot_ha=-2029.24860 charge=+1 homo_lumo_gap_ev="10.01 / 3.45"
C 5.76 3.35 0.32 0.0000
C 5.25 2.30 -0.66 0.0000
O 3.96 2.13 -0.14 -0.0001
C 3.92 2.46 1.12 0.0000
O 3.02 2.24 1.87 0.0007
O 5.01 3.24 1.48 0.0001
H 5.59 4.35 -0.09 0.0000
H 6.80 3.13 0.53 0.0000
H 5.79 1.36 -0.57 0.0000
H 5.22 2.66 -1.69 0.0000
C 0.44 -5.43 0.52 0.0001
C 1.26 -4.21 0.08 -0.0004
O 0.24 -3.26 -0.10 -0.0028
C -0.83 -3.59 0.72 0.0003
O -1.67 -2.82 1.11 0.0033
O -0.69 -4.84 1.04 0.0000
H 1.01 -6.00 1.26 0.0000
H 0.12 -6.05 -0.32 0.0000
H 1.61 -4.40 -0.94 0.0001
H 1.98 -3.83 0.80 0.0001
C -5.41 0.87 -2.25 -0.0015
C -5.33 -0.42 -1.42 0.0217
O -5.85 -1.39 -2.29 0.0101
C -6.25 -0.85 -3.47 -0.0011
O -6.58 -1.48 -4.42 0.0023
O -6.09 0.44 -3.43 0.0007
H -4.43 1.20 -2.58 0.0012
H -5.92 1.65 -1.69 0.0012
H -5.85 -0.23 -0.48 0.0024
H -4.30 -0.70 -1.19 -0.0070
O -1.60 4.36 0.09 0.0003
H -2.54 4.46 -0.02 0.0002
H -1.23 4.62 -0.75 0.0000
O -2.05 -3.96 -2.20 0.0002
H -1.79 -3.29 -1.57 0.0001
H -1.23 -4.24 -2.61 0.0000
O 0.87 1.48 3.56 0.0074
H 0.15 2.01 3.25 -0.0007
H 1.61 1.72 3.00 0.0004
O -1.10 3.04 2.58 0.0008
H -1.09 3.13 1.62 0.0001
H -1.70 3.72 2.88 0.0004
O 0.04 -1.02 4.42 0.0001
H 0.33 -0.11 4.43 0.0000
H -0.71 -1.03 3.83 0.0000
C 3.21 -1.46 1.77 -0.0003
C 4.65 -1.18 1.37 -0.0001
O 5.29 -2.33 0.91 0.0000
H 2.64 -1.82 0.92 -0.0003
H 2.77 -0.49 2.02 0.0001
H 3.14 -2.19 2.58 0.0000
H 5.16 -0.78 2.25 0.0000
H 4.61 -0.37 0.64 0.0000
H 6.02 -1.91 0.45 0.0000
C 0.02 0.52 0.40 0.0712
C -1.44 0.77 0.19 0.0457
O -1.94 -0.50 -0.34 0.7869
H 0.61 0.25 -0.47 0.0012
H 0.23 -0.14 1.24 0.0066
H 0.48 1.48 0.64 0.0350
H -1.44 1.49 -0.63 0.0066
H -2.12 1.08 0.98 0.0128
H -1.75 -1.12 0.37 -0.0060
C 2.45 -1.53 -2.97 0.0004
C 3.64 -2.51 -2.87 -0.0001
O 3.27 -3.84 -3.31 0.0000
H 2.77 -0.54 -2.63 0.0000
H 1.57 -1.64 -2.34 -0.0004
H 2.03 -1.41 -3.97 0.0000
H 3.87 -2.67 -1.82 0.0000
H 4.55 -2.28 -3.43 0.0000
H 3.94 -4.51 -3.19 0.0000
C -4.65 2.90 1.25 0.0031
C -5.21 4.09 0.49 -0.0001
O -4.29 4.42 -0.45 0.0000
H -3.69 3.13 1.72 -0.0006
H -4.44 2.07 0.58 -0.0026
H -5.36 2.55 2.00 -0.0002
H -5.36 4.91 1.19 0.0000
H -6.20 3.98 0.06 0.0000
H -4.82 4.81 -1.16 0.0000

***

# 5
10
Properties=species:S:1:pos:R:3:nbo_charge:R:1 method="wB97M-V/def2-TZVPD" spin_multiplicity=1 e_tot_ha=-379.90626 charge=-1 homo_lumo_gap_ev=8.05 e_above_lowest_kj_mol=131.0
C 0.57 0.70 -0.95 -0.3265
C 0.69 0.90 0.34 -0.1389
C -0.56 -0.36 -1.42 0.7736
C 0.11 0.46 1.49 0.0770
O -0.16 -1.53 -1.41 -0.7673
O -1.58 0.16 -1.76 -0.7230
O 0.18 -0.90 1.93 -0.7492
H 1.39 0.96 -1.62 0.1866
H -0.54 1.11 2.24 0.1638
H -0.09 -1.49 1.15 0.5039